Entry 1:
# C33H53BCrF10N4OPS2Si

C33H53BCrF10N4OPS2Si as an isolated structure at a distorted geometry (the ωB97M-V functional and the def2-TZVPD basis, OMol25).

Summary:
- E_HOMO (alpha / beta) (eV) = -1.08 / -1.09
- energy above the lowest of the compared OMol25 structures with the same formula, charge and spin (eV) = 1.907
- molar mass (g/mol) = 897.8
- orbital gap (alpha / beta) (eV) = 4.60 / 2.96

Structure (ORCA input):
```
! wB97M-V def2-TZVPD RIJCOSX def2/J DEFGRID3
* xyz -2 6
Cr 0.27987 0.05603 -0.88814
S 1.77442 1.84970 2.96424
C 0.04280 1.99641 3.06273
C -0.58772 1.44663 2.00288
C 0.31527 0.88129 1.03250
C 1.63862 1.01533 1.45862
C 2.73693 0.53118 0.61085
C 4.08591 0.65947 0.89496
C 5.01500 0.22125 -0.03114
C 4.56424 -0.32999 -1.20284
C 3.19516 -0.44115 -1.41305
N 2.29528 -0.01723 -0.53606
H -0.38695 2.51643 3.91223
H -1.66692 1.45127 1.87647
H 4.38627 1.10014 1.83886
H 6.07511 0.31424 0.16209
H 5.25053 -0.70296 -1.95130
H 2.79439 -0.86665 -2.31943
F 1.35542 -2.74848 -0.91711
P 2.40909 -3.94983 -0.60316
F 1.43929 -4.46405 0.58163
F 3.37044 -3.41202 -1.79141
F 1.64110 -4.89145 -1.65156
F 3.46114 -5.13453 -0.27213
F 3.16988 -2.97803 0.44446
C -1.62567 3.67905 -3.01830
Si -2.19567 2.48163 -1.67525
C -2.28979 3.60472 -0.14239
C -3.97835 2.07512 -2.10682
O -1.24783 1.22433 -1.49196
H -2.40457 4.43645 -3.22503
H -1.39167 3.15764 -3.96041
H -0.70932 4.20477 -2.70608
H -2.77840 4.56356 -0.37976
H -1.27173 3.81555 0.22464
H -2.85295 3.12837 0.68179
H -4.60678 2.98010 -2.05691
H -4.38182 1.32344 -1.40881
H -4.05635 1.65511 -3.12135
F -3.40295 -0.32093 0.55014
B -3.07832 -1.37497 -0.40662
F -3.34571 -2.63657 0.23057
F -3.80670 -1.23598 -1.59659
F -1.67837 -1.29063 -0.63148
C 2.60701 4.65934 -1.17712
C 2.29144 3.83710 -2.41184
C 2.56256 4.34163 -3.69329
C 2.24227 3.56273 -4.80440
C 2.46839 4.11040 -6.19866
C 1.68764 2.29358 -4.65680
C 1.39741 1.72647 -3.36845
C 1.72779 2.59143 -2.26357
N 0.88814 0.51290 -3.11389
C 0.42439 -0.36788 -4.20030
C -0.00917 -1.68386 -3.55480
C -0.81586 0.23005 -4.88361
C 1.53282 -0.70271 -5.24534
H 2.98451 5.64987 -1.44694
H 3.36088 4.15999 -0.55670
H 1.71024 4.78494 -0.55672
H 2.99432 5.33427 -3.82143
H 2.99664 5.06761 -6.16648
H 1.51115 4.26723 -6.70859
H 3.05127 3.41297 -6.80976
H 1.47125 1.73288 -5.55900
H 1.46765 2.24785 -1.26665
H -0.72948 -1.49497 -2.75166
H 0.85219 -2.21901 -3.14124
H -0.49385 -2.33681 -4.29283
H -1.58854 0.37818 -4.12298
H -1.20212 -0.45054 -5.65922
H -0.59536 1.19778 -5.34206
H 2.51728 -0.43202 -4.85207
H 1.38785 -0.18196 -6.19802
H 1.53948 -1.78014 -5.45853
C 1.85157 -3.88080 4.42042
C 0.83910 -4.12066 5.54709
C -0.47638 -3.34741 5.40491
C -0.33622 -1.82441 5.52894
N 0.02634 -1.13412 4.27066
C -0.62463 -1.37200 3.09707
S 0.27861 -1.80996 1.72412
N -1.93707 -1.27843 3.08180
C -2.72276 -0.55431 4.08696
C -3.45400 -1.41455 5.14146
C -4.85718 -1.90904 4.76844
C -4.92453 -2.71314 3.46955
H 2.65587 -4.61859 4.46070
H 2.31911 -2.89081 4.49000
H 1.38685 -3.95543 3.43124
H 1.29347 -3.87155 6.51361
H 0.59491 -5.18597 5.57648
H -1.17232 -3.69076 6.17363
H -0.92348 -3.57955 4.43000
H 0.44403 -1.58004 6.24986
H -1.26435 -1.40468 5.91048
H 1.01566 -1.16306 4.07514
H -2.37152 -1.43772 2.16580
H -3.44709 0.05102 3.54126
H -2.03391 0.12200 4.59066
H -3.53372 -0.81900 6.05661
H -2.83325 -2.28857 5.36668
H -5.53014 -1.04488 4.69864
H -5.21706 -2.53015 5.59557
H -4.79495 -2.08256 2.58879
H -5.89548 -3.20668 3.36771
H -4.14733 -3.48725 3.43407
*
```

***

Entry 2:
# C33H53BeN4O2P2

C33H53BeN4O2P2 as an isolated structure at a distorted geometry (the ωB97M-V functional and the def2-TZVPD basis, OMol25).

Summary:
- E_HOMO (alpha / beta) (eV) = -8.35 / -8.41
- energy above the lowest of the compared OMol25 structures with the same formula, charge and spin (eV) = 0.000
- molar mass (g/mol) = 608.8
- orbital gap (alpha / beta) (eV) = 5.44 / 5.54

Structure (ORCA input):
```
! wB97M-V def2-TZVPD RIJCOSX def2/J DEFGRID3
* xyz 1 1
C -0.88522 2.85079 0.06288
C 0.18334 1.73593 -1.74563
C -0.66218 4.06766 -0.56354
C 0.45979 2.93278 -2.36567
C -0.00775 4.12166 -1.79090
H -0.95613 4.98343 -0.04229
H 1.02910 2.91491 -3.29480
H 0.17559 5.06885 -2.29639
N -0.62796 1.71826 -0.65151
P -0.57666 1.22308 2.32530
P -0.60375 -0.89055 -1.93939
C -1.28540 2.71874 1.50976
H -0.96313 3.62379 2.05642
H -2.38874 2.70280 1.59103
C 0.72234 0.39192 -2.04643
H 1.23247 0.37666 -3.01488
C 0.48174 -2.48306 -2.50564
C -1.84406 -0.57586 -3.33350
C 1.14021 1.79979 2.92740
C -1.82076 0.97254 3.74337
C 0.89240 -3.27662 -1.26538
H 0.02105 -3.68384 -0.73925
H 1.52348 -4.12541 -1.58051
H 1.47222 -2.68414 -0.55515
C -0.35217 -3.43912 -3.36279
H -1.26104 -3.76491 -2.84130
H -0.62539 -3.00885 -4.33247
H 0.25540 -4.33992 -3.56325
C 1.74882 -2.09881 -3.28602
H 2.22168 -3.02208 -3.66214
H 1.55358 -1.47162 -4.16330
H 2.48854 -1.59536 -2.65256
C -2.94556 -1.65745 -3.15311
H -3.00402 -2.03535 -2.12117
H -3.92759 -1.21741 -3.37757
H -2.79848 -2.51080 -3.82356
C -2.52039 0.79561 -3.18933
H -2.95654 0.93406 -2.19592
H -1.83546 1.62031 -3.42041
H -3.34359 0.82658 -3.92238
C -1.19308 -0.62746 -4.73822
H -0.10463 -0.75734 -4.74408
H -1.64575 -1.42642 -5.34141
H -1.38198 0.32300 -5.26161
C -1.33885 -0.22000 4.58658
H -2.18762 -0.62551 5.15591
H -0.94999 -1.04031 3.96739
H -0.56644 0.05895 5.31359
C -3.17627 0.61062 3.10668
H -3.58708 1.43123 2.50773
H -3.10581 -0.27962 2.47230
H -3.88971 0.40871 3.92112
C -2.00648 2.22476 4.62179
H -3.01129 2.18907 5.07113
H -1.29176 2.26698 5.45298
H -1.94989 3.17171 4.06917
C 1.96886 2.17889 1.68167
H 2.58819 3.06244 1.88087
H 2.63389 1.35754 1.39839
H 1.35236 2.39911 0.80119
C 1.78177 0.58370 3.61279
H 1.78346 -0.28717 2.94258
H 2.82840 0.82027 3.85083
H 1.28362 0.30036 4.54731
C 1.06376 3.00841 3.86890
H 0.57897 3.87355 3.40117
H 0.55724 2.79666 4.81576
H 2.09108 3.31134 4.11700
Be -0.13765 -0.53394 0.91301
C -1.23730 0.34944 -0.37189
O -2.46047 0.32777 -0.12495
N 1.32845 -0.41997 0.26145
C 1.72007 0.03516 -0.85119
C 3.16748 0.31035 -1.17259
C 4.11440 -0.41786 -0.43720
C 3.59787 1.19615 -2.18064
C 5.47439 -0.31929 -0.74329
H 3.74076 -1.08113 0.35097
C 4.96258 1.29728 -2.48324
H 2.86484 1.79095 -2.73315
C 5.89806 0.53864 -1.76689
H 6.19303 -0.91791 -0.18217
H 5.28418 1.97156 -3.28118
H 6.95698 0.61874 -2.00886
C -3.37909 -3.27767 1.07562
N -2.17397 -3.69568 1.77820
C -1.08099 -2.93315 1.78525
N 0.03976 -3.38434 2.39111
O -1.11215 -1.77768 1.23169
H -3.16854 -2.96022 0.04447
H -3.88587 -2.45202 1.59695
H -4.05614 -4.13588 1.05585
H -2.11818 -4.62056 2.20230
H 0.87258 -2.81407 2.34226
H 0.06014 -4.30714 2.81063
*
```

***

Entry 3:
# C33H53CaN2O2P2

C33H53CaN2O2P2 as an isolated structure at a distorted geometry (the ωB97M-V functional and the def2-TZVPD basis, OMol25).

Summary:
- E_HOMO (eV) = -9.61
- energy above the lowest of the compared OMol25 structures with the same formula, charge and spin (eV) = 0.000
- molar mass (g/mol) = 611.8
- orbital gap (eV) = 7.13

Structure (ORCA input):
```
! wB97M-V def2-TZVPD RIJCOSX def2/J DEFGRID3
* xyz 1 1
C 1.55864 1.33494 -2.05346
C 0.41075 2.35178 -0.26201
C 1.78883 2.56727 -2.65607
C 0.58204 3.61396 -0.81955
C 1.31593 3.71610 -2.01283
H 2.34625 2.57490 -3.60179
H 0.14720 4.48475 -0.30229
H 1.49361 4.69706 -2.44835
N 1.05818 1.28069 -0.79509
P 0.64636 -1.41670 -2.44358
P 0.13132 0.83690 2.22785
C 1.88668 -0.02352 -2.73126
H 1.97853 0.07667 -3.82873
H 2.86756 -0.38257 -2.34860
C -0.44804 -3.08236 0.82899
O -0.83219 -4.02455 1.35296
C -0.54978 2.04269 0.89391
H -0.83887 2.96210 1.42702
C -1.27411 0.40564 3.44738
C 1.71201 1.49256 2.96612
C -0.94686 -1.07178 -3.40010
C 1.50421 -3.06040 -2.78902
C -1.94984 -0.94993 3.08073
H -1.34105 -1.82324 3.36778
H -2.90322 -1.01459 3.63585
H -2.19569 -1.02451 2.00915
C -0.68559 0.25739 4.85863
H -0.01299 -0.61185 4.91066
H -0.12986 1.15827 5.14962
H -1.51278 0.09500 5.57063
C -2.32854 1.52415 3.39241
H -2.87397 1.54408 4.35011
H -1.88907 2.51794 3.23415
H -3.04445 1.33895 2.57871
C 2.33947 0.38994 3.89107
H 1.99954 -0.62866 3.63078
H 3.44005 0.37155 3.78692
H 2.10040 0.56508 4.95152
C 2.72371 1.81321 1.83540
H 2.78459 1.01446 1.08473
H 2.46761 2.74521 1.31836
H 3.73328 1.91437 2.26324
C 1.31151 2.78051 3.72071
H 0.24942 3.06985 3.63026
H 1.54556 2.68343 4.79060
H 1.88063 3.63090 3.31299
C 0.53884 -4.23590 -2.42070
H 1.12808 -5.12325 -2.12268
H -0.10858 -4.00011 -1.55511
H -0.10170 -4.52036 -3.27041
C 2.77024 -3.20997 -1.90936
H 3.42125 -2.32612 -1.96176
H 2.52675 -3.41801 -0.85564
H 3.36048 -4.06611 -2.27829
C 1.90608 -3.04649 -4.27747
H 2.91275 -3.48152 -4.39359
H 1.19529 -3.62845 -4.88125
H 1.98134 -2.03383 -4.70654
C -1.52323 0.32142 -2.99510
H -1.68046 0.93005 -3.89884
H -2.47058 0.20737 -2.44624
H -0.86545 0.89084 -2.32741
C -1.97424 -2.17671 -3.03045
H -2.04524 -2.30488 -1.93533
H -2.96647 -1.84777 -3.38113
H -1.74042 -3.15110 -3.49159
C -0.61342 -1.06725 -4.89637
H 0.14996 -0.30569 -5.12101
H -0.25730 -2.04230 -5.25979
H -1.53295 -0.80630 -5.44443
Ca 0.33907 -0.79337 0.12110
N -1.76622 -0.02265 0.10683
C -1.83048 1.23582 0.32156
C -3.09685 2.02831 0.07826
C -4.26662 1.27280 0.00345
C -3.14065 3.42466 -0.07190
C -5.51643 1.88567 -0.18779
H -4.16620 0.19112 0.08871
C -4.38630 4.05134 -0.27963
H -2.21660 3.99742 -0.04511
C -5.55954 3.28305 -0.33069
H -6.41495 1.26834 -0.22099
H -4.43355 5.13685 -0.39978
H -6.53065 3.76983 -0.48493
C 2.49848 -3.05571 2.24828
C 3.40838 -2.05665 1.62086
O 2.66761 -1.29918 0.52344
H 1.60735 -2.61358 2.67761
H 3.02067 -3.53928 3.06324
H 2.18750 -3.84235 1.56914
H 3.72717 -1.27591 2.32714
H 4.29973 -2.51611 1.16134
H 3.31113 -0.82563 -0.03612
*
```

***

Entry 4:
# C33H53N4O28

A 10-piece molecular cluster, C33H53N4O28 overall at a distorted geometry (the ωB97M-V functional and the def2-TZVPD basis, OMol25).

Summary:
- E_HOMO (eV) = -11.99
- molar mass (g/mol) = 953.8
- orbital gap (eV) = 8.96

Structure (ORCA input):
```
! wB97M-V def2-TZVPD RIJCOSX def2/J DEFGRID3
* xyz 1 1
N -1.30468 -1.99981 -1.20067
C -1.75989 -0.66678 -1.61799
N -2.21424 0.08813 -0.46427
N -0.53184 0.02557 -2.08723
C -2.79319 -0.66417 -2.80092
C -4.26803 -0.59190 -2.31724
C -4.55281 -1.80379 -1.37354
N -5.76428 -1.66235 -0.51045
C -6.09917 -0.25853 -0.13915
C -5.98346 0.73447 -1.33010
O -4.63176 0.68871 -1.79212
H -1.76215 -2.33758 -0.36660
H -1.31415 -2.67828 -1.95233
H -1.40889 0.21117 0.14709
H -2.87402 -0.44959 0.09241
H -0.85035 0.95324 -2.35187
H -0.22280 -0.51749 -2.88858
H -2.66230 -1.61852 -3.35798
H -2.54763 0.12680 -3.53210
H -4.89578 -0.74664 -3.22993
H -3.71506 -2.08764 -0.71945
H -4.73560 -2.67808 -2.03105
H -6.59701 -2.12671 -0.87483
H -5.55183 -2.14666 0.36942
H -7.14793 -0.26752 0.22695
H -5.49014 0.03618 0.73628
H -6.74648 0.53590 -2.10953
H -6.13777 1.74176 -0.90489
C -2.10118 0.65792 3.67790
C -3.47910 1.11282 4.06068
O -4.30478 0.44190 3.09798
C -3.62424 -0.63893 2.66879
O -4.09953 -1.50243 1.97629
O -2.35207 -0.62936 3.09713
H -1.43208 0.57747 4.53062
H -1.63884 1.30050 2.92592
H -3.76247 0.78486 5.06061
H -3.59983 2.19210 3.99363
C 1.61369 1.19662 -4.57333
C 2.45003 1.38578 -5.80836
O 2.46656 0.07295 -6.37622
C 1.37417 -0.58425 -5.92521
O 1.00310 -1.63630 -6.33252
O 0.75110 0.11416 -4.94119
H 1.03684 2.08339 -4.31652
H 2.20512 0.89658 -3.70603
H 1.99432 2.07556 -6.52280
H 3.45912 1.72549 -5.58414
C 2.36159 -2.60742 -1.79191
C 2.52800 -4.02668 -1.32331
O 3.94617 -4.16802 -1.25149
C 4.47514 -2.92725 -1.09947
O 5.61160 -2.70947 -0.84112
O 3.53128 -1.96846 -1.27962
H 1.45936 -2.13714 -1.40040
H 2.36210 -2.52397 -2.88264
H 2.10539 -4.19164 -0.32852
H 2.09933 -4.75107 -2.01411
C 2.44057 -0.56043 6.75480
C 2.06376 -1.59509 5.72991
O 1.23929 -0.85320 4.82831
C 1.57646 0.45360 4.94900
O 1.19346 1.31393 4.22149
O 2.40005 0.65330 6.00122
H 3.43137 -0.72416 7.17397
H 1.71630 -0.49436 7.56998
H 2.92854 -1.97886 5.18342
H 1.51587 -2.43206 6.15870
C 3.05410 2.44183 0.57842
C 2.68191 1.39267 -0.42850
O 1.87634 2.12360 -1.35661
C 2.22612 3.42992 -1.25410
O 1.86410 4.27718 -2.00706
O 3.03871 3.64134 -0.19355
H 4.03810 2.27096 1.01005
H 2.32092 2.53254 1.38463
H 3.55115 0.98953 -0.95393
H 2.12028 0.56876 0.00932
C 6.96882 4.81770 0.62265
C 7.79736 4.99152 -0.61953
O 7.80244 3.67716 -1.17513
C 6.71056 3.03186 -0.70806
O 6.33158 1.97545 -1.10732
O 6.10182 3.73722 0.27189
H 6.39920 5.71068 0.87435
H 7.56634 4.52080 1.48773
H 7.33993 5.67795 -1.33654
H 8.81038 5.32678 -0.40579
C -8.16015 1.30911 -5.30424
C -7.14463 0.23976 -5.54934
O -7.94326 -0.91899 -5.76479
C -9.17061 -0.49088 -6.17950
O -10.01855 -1.20080 -6.59776
O -9.28962 0.85855 -6.04378
H -7.82985 2.28451 -5.65676
H -8.43911 1.38795 -4.24910
H -6.54726 0.42933 -6.44417
H -6.47391 0.09790 -4.70215
C 8.99173 -0.67642 1.23155
C 10.18618 -0.16591 0.47272
O 10.10370 1.24524 0.67479
C 9.39665 1.45575 1.80981
O 9.28684 2.51176 2.34829
O 8.82860 0.30971 2.25399
H 9.15720 -1.66120 1.66458
H 8.08682 -0.70485 0.61985
H 11.13164 -0.52716 0.88506
H 10.14620 -0.40946 -0.58722
C -5.32820 -3.27243 6.68388
C -5.16999 -2.36493 5.49324
O -4.20936 -1.41265 5.95312
C -3.49736 -2.00004 6.95114
O -2.51623 -1.53772 7.42941
O -4.05396 -3.17652 7.32102
H -5.54447 -4.30143 6.40284
H -6.09732 -2.92466 7.37744
H -4.76420 -2.88398 4.62058
H -6.10004 -1.87329 5.21180
*
```

***

Number 3 is which compound? C33H53CaN2O2P2

***

What is the molar mass in the second record? 608.8 g/mol